Entry 1:
C40H33I2N4O3PRuSe | ωB97M-V with the def2-TZVPD basis set

XYZ file:
```
85
Properties=species:S:1:pos:R:3:forces:R:3
Ru -0.956 0.093 -0.067 1.0 -0.6 0.2
C 4.683 -0.040 8.126 0.0 -0.1 0.1
O 4.880 1.337 7.779 0.0 0.1 -0.3
C 4.886 1.699 6.509 0.0 0.0 0.4
C 5.172 3.061 6.275 0.0 0.0 -0.3
C 5.229 3.521 4.991 0.1 -0.1 0.4
C 4.952 2.643 3.921 0.3 0.5 -0.5
C 4.676 1.285 4.151 -0.1 -0.3 0.2
C 4.642 0.811 5.436 0.0 0.1 -0.2
N 5.050 3.223 2.679 -0.3 0.1 0.2
N 4.751 2.607 1.657 0.0 -0.7 0.5
C 3.812 1.846 1.184 0.3 0.7 -0.3
C 4.180 0.846 0.212 -0.2 -0.3 -0.3
C 3.243 0.110 -0.413 0.3 0.1 0.1
C 1.843 0.335 -0.154 -0.1 -0.1 -0.1
O 0.936 -0.278 -0.760 0.2 0.0 -0.2
C 1.462 1.361 0.789 -0.1 0.2 0.2
N 0.131 1.543 0.934 -0.1 -0.2 0.0
C -0.289 2.545 1.710 0.1 0.2 0.1
C 0.593 3.410 2.354 -0.2 -0.2 -0.2
C 1.953 3.216 2.223 0.1 -0.2 -0.1
C 2.408 2.153 1.439 -0.3 0.1 0.1
H 4.772 -0.080 9.206 0.0 0.0 0.0
H 5.457 -0.656 7.667 0.0 0.0 0.0
H 3.688 -0.368 7.821 0.0 0.0 0.0
H 5.368 3.703 7.120 0.0 0.0 0.1
H 5.477 4.548 4.769 0.0 0.1 0.0
H 4.521 0.600 3.327 0.0 0.0 0.0
H 4.454 -0.235 5.618 0.0 0.0 0.0
H 5.229 0.706 0.004 0.1 0.0 0.0
H 3.523 -0.651 -1.128 -0.1 -0.1 0.0
H -1.364 2.664 1.808 0.1 0.0 0.0
H 0.194 4.216 2.949 0.0 0.0 0.0
H 2.648 3.885 2.707 0.0 0.1 0.0
I -0.349 -1.916 1.637 -0.1 0.2 -0.2
C -0.986 -1.298 3.553 -0.2 0.0 0.0
I 0.304 0.088 4.483 0.1 0.1 0.0
H -1.048 -2.190 4.167 0.0 0.1 0.0
H -1.959 -0.831 3.399 0.1 0.0 0.0
Se -2.938 0.648 1.112 -0.7 0.3 0.3
C -4.407 -0.219 0.243 0.0 -0.2 0.1
C -4.680 -1.559 0.492 -0.1 0.2 0.0
C -5.786 -2.131 -0.115 -0.1 -0.2 0.1
N -6.607 -1.480 -0.937 0.1 0.1 0.2
C -6.334 -0.199 -1.158 -0.2 0.0 -0.1
C -5.260 0.479 -0.600 0.1 -0.1 0.1
H -4.051 -2.148 1.144 0.0 0.0 0.0
H -6.028 -3.171 0.067 0.0 -0.1 0.0
H -7.013 0.320 -1.823 0.0 0.1 0.0
H -5.112 1.529 -0.804 0.0 0.1 0.0
O -1.726 -1.512 -1.207 0.0 -0.2 -0.3
P -1.505 -1.397 -2.721 -0.3 0.1 0.2
C -3.022 -1.610 -3.624 -0.1 0.0 0.0
C -4.180 -1.984 -2.952 0.1 -0.1 0.0
C -5.359 -2.155 -3.665 0.0 0.0 0.0
C -5.379 -1.936 -5.032 0.0 0.0 -0.1
C -4.224 -1.543 -5.704 0.0 0.0 0.1
C -3.045 -1.384 -5.003 0.1 0.0 0.0
C -0.986 0.327 -2.902 0.1 0.1 -0.2
C -1.719 1.196 -2.067 -0.3 0.0 -0.1
C -1.334 2.525 -1.932 0.0 0.0 0.1
C -0.244 3.005 -2.649 0.0 -0.1 0.0
C 0.428 2.161 -3.521 0.0 0.1 0.0
C 0.069 0.821 -3.648 0.0 -0.1 0.1
C -0.311 -2.526 -3.417 0.1 -0.1 -0.1
C -0.783 -3.683 -4.042 0.0 0.0 0.0
C 0.108 -4.612 -4.557 0.0 0.0 0.0
C 1.472 -4.390 -4.464 0.0 0.0 0.0
C 1.951 -3.246 -3.841 0.0 0.0 0.0
C 1.068 -2.322 -3.314 0.0 0.1 0.2
H -4.154 -2.145 -1.881 0.1 0.0 -0.1
H -6.261 -2.446 -3.144 0.0 0.0 0.0
H -6.300 -2.068 -5.581 0.0 0.0 0.0
H -4.243 -1.369 -6.770 0.0 0.0 0.0
H -2.144 -1.092 -5.530 0.0 0.0 0.0
H -2.668 0.862 -1.651 0.0 0.1 -0.1
H -1.911 3.184 -1.295 0.0 0.0 0.0
H 0.056 4.038 -2.559 0.0 0.1 0.0
H 1.251 2.547 -4.106 0.0 0.0 0.0
H 0.628 0.175 -4.311 0.0 0.0 0.0
H -1.844 -3.868 -4.130 -0.1 0.0 0.0
H -0.268 -5.504 -5.035 0.0 0.0 0.0
H 2.164 -5.110 -4.876 0.0 0.0 0.0
H 3.017 -3.078 -3.767 0.0 0.0 0.0
H 1.447 -1.446 -2.804 0.0 0.0 0.0
```
Forces are in eV/Å.

Summary:
Charge ... +2
HOMO energy (alpha / beta) ... -11.84 / -11.84 eV
Relative energy (zero: lowest compared OMol25 entry of this formula, charge and spin) ... 20.8 kcal per mole
Orbital gap (alpha / beta) ... 3.949 / 3.950 eV

Atom charges from the Mulliken analysis, given in e for atoms 1 to 2: number 1, Ru, carries 0.5996; number 2, C, carries -0.8182

***

Entry 2:
C40H34Cl2EuN6O7P | ωB97M-V with the def2-TZVPD basis set

XYZ file:
```
91
Properties=species:S:1:pos:R:3:forces:R:3
Eu 0.305 1.140 0.076 -0.7 -1.1 2.0
O 4.379 0.002 1.996 -3.8 2.3 -0.2
C 3.223 0.546 1.834 1.4 -3.1 -1.3
O 2.250 0.045 1.105 0.8 0.7 0.2
C 2.790 1.840 2.442 1.5 1.5 0.3
C 3.699 2.716 3.052 -1.9 0.3 0.1
C 3.186 3.883 3.622 -0.6 0.7 -0.3
C 1.831 4.239 3.477 -0.7 -1.5 0.5
C 1.013 3.305 2.758 0.7 1.8 0.5
N 1.529 2.215 2.233 -0.1 -0.9 -0.4
C -0.459 3.549 2.371 -0.8 1.3 -0.2
O -1.038 4.612 2.694 1.3 -2.0 -0.4
O -0.938 2.597 1.640 0.4 0.4 -0.4
H 4.737 2.552 3.051 1.0 -0.6 0.2
H 3.869 4.553 4.141 -0.2 -0.1 -0.1
H 1.331 5.064 4.028 0.6 -0.5 -0.8
Cl -5.316 5.386 -3.036 -1.1 0.6 -0.6
C -4.346 4.162 -2.381 2.1 -1.0 -0.3
C -4.752 2.790 -2.412 -0.2 1.5 0.5
C -3.984 1.840 -1.815 0.4 1.1 -0.8
Cl -4.657 0.238 -1.740 0.7 0.1 0.1
C -2.575 2.148 -1.457 -1.8 -1.0 -0.2
O -1.930 1.110 -1.113 2.0 0.8 0.8
C -2.179 3.550 -1.522 0.5 -1.0 0.3
C -0.904 3.960 -1.015 0.1 -0.2 -0.2
O 0.140 3.275 -1.119 0.2 -0.4 0.6
C -3.052 4.511 -2.049 -1.6 1.2 -0.1
H -5.704 2.627 -2.900 -0.1 -0.5 0.3
H -0.806 4.909 -0.457 -0.3 0.1 -0.5
H -2.804 5.583 -2.314 0.2 -1.4 0.9
C -0.299 -0.388 4.558 0.4 -0.2 -0.9
C -1.797 -0.314 4.239 -0.1 -0.7 -0.4
C -2.661 0.585 5.157 3.0 1.2 -0.4
C -2.148 0.109 2.743 0.4 0.0 1.2
C -3.541 -0.342 2.427 -0.6 -1.3 -2.2
O -3.251 -1.599 1.689 -0.1 -0.1 0.3
C -1.955 -1.581 1.299 -0.9 1.8 0.9
N -1.271 -0.553 1.721 -0.4 -0.5 -0.4
C -1.536 -2.861 0.756 1.4 -1.5 -2.0
C -2.403 -3.937 0.954 2.1 -0.8 0.6
C -1.849 -5.233 1.112 -0.7 0.7 -0.1
C -0.470 -5.395 1.005 -0.4 -1.2 1.1
C 0.402 -4.383 0.642 -2.8 1.1 -1.6
C -0.220 -3.190 0.190 0.1 0.1 2.3
P 0.535 -2.067 -1.008 0.2 1.1 0.6
C 2.243 -2.676 -1.216 1.9 -1.0 -0.2
C 2.711 -3.284 -2.410 0.0 0.3 0.9
C 4.048 -3.726 -2.500 0.8 0.0 -0.4
C 5.003 -3.436 -1.510 -1.2 -0.7 0.5
C 4.527 -2.835 -0.317 0.5 -1.3 -1.3
C 3.207 -2.561 -0.141 -2.4 1.3 -1.3
C -0.349 -2.560 -2.510 -1.7 -1.7 -1.5
C -0.861 -1.563 -3.386 0.8 -1.0 1.2
C -1.514 -1.864 -4.578 0.2 0.2 -0.2
C -1.938 -3.163 -4.809 -0.9 -0.4 -0.2
C -1.722 -4.118 -3.819 1.5 -1.0 0.8
C -0.781 -3.931 -2.787 -0.2 2.3 0.0
H -0.118 -0.615 5.618 -0.1 -0.1 -0.3
H 0.244 0.531 4.312 -0.2 0.1 0.1
H 0.160 -1.183 3.899 -0.4 0.7 0.8
H -2.127 -1.372 4.366 -0.2 0.5 -0.2
H -2.330 1.630 4.882 -0.9 -0.7 0.3
H -2.421 0.514 6.230 -0.3 -0.5 -0.4
H -3.668 0.385 4.924 -1.3 0.3 0.2
H -2.137 1.183 2.626 0.6 0.2 0.2
H -4.056 0.263 1.640 0.3 -0.1 0.9
H -4.234 -0.620 3.244 0.6 0.3 -0.4
H -3.420 -3.730 1.116 -1.1 0.0 0.5
H -2.522 -6.038 1.476 0.7 0.5 -0.7
H -0.075 -6.384 1.224 0.1 0.1 0.1
H 1.433 -4.545 0.516 1.1 -0.2 -0.4
H 2.039 -3.420 -3.256 0.1 -0.1 0.2
H 4.390 -4.326 -3.374 -0.5 0.7 0.6
H 6.024 -3.861 -1.560 -0.7 0.6 -0.1
H 5.174 -2.730 0.507 0.8 0.4 0.8
H 2.848 -2.011 0.720 0.3 -0.3 0.3
H -0.767 -0.565 -3.012 0.3 0.7 -0.4
H -1.662 -1.062 -5.308 -0.3 -0.3 0.3
H -2.526 -3.479 -5.705 0.5 0.6 0.8
H -2.158 -5.113 -3.823 0.0 0.1 -0.6
H -0.465 -4.771 -2.156 -0.3 0.5 -0.2
N 2.729 3.900 -2.689 -1.5 0.0 0.9
C 3.227 3.038 -3.568 -0.7 -1.3 0.5
N 4.410 3.340 -4.097 1.2 -0.4 -0.4
N 2.639 1.863 -3.879 0.5 0.1 1.0
C 2.057 1.272 -2.865 -1.0 -0.6 1.2
N 1.565 0.712 -1.941 1.1 1.6 -2.2
H 3.099 4.834 -2.630 0.0 -0.1 0.2
H 1.874 3.669 -2.131 0.8 0.4 -0.8
H 4.864 4.102 -3.578 0.3 -0.8 -0.9
H 4.958 2.505 -4.419 -0.7 1.5 0.4
```
Forces are in eV/Å.

Summary:
HOMO energy (alpha / beta) ... -7.73 / -7.73 eV
Relative energy (zero: lowest compared OMol25 entry of this formula, charge and spin) ... 63.0 kcal per mole
2S+1 ... 7
Orbital gap (alpha / beta) ... 6.357 / 7.319 eV

Atom charges from the Mulliken analysis, given in e for atoms 1 to 2: number 1, Eu, carries 0.8655; number 2, O, carries -0.7486

***

Entry 3:
C40H34N7O9S2Tl | ωB97M-V with the def2-TZVPD basis set

XYZ file:
```
93
Properties=species:S:1:pos:R:3:forces:R:3
Tl 1.403 -1.723 -0.435 -0.1 0.0 -0.1
O 0.904 -3.509 -4.339 0.0 0.0 0.0
C 1.116 -2.760 -3.387 0.0 0.1 0.0
N 1.143 -3.108 -2.099 0.0 0.0 0.0
C 0.973 -4.516 -1.814 0.0 0.0 0.0
C 0.264 -4.781 -0.512 0.0 0.0 0.0
C 0.188 -6.078 -0.012 0.0 0.0 0.0
C -0.427 -6.285 1.204 0.0 0.0 0.0
C -0.961 -5.198 1.888 0.0 0.0 0.0
C -0.844 -3.949 1.317 0.0 0.0 0.0
N -0.244 -3.744 0.139 0.0 0.0 0.0
C 1.384 -1.297 -3.691 0.0 0.0 0.0
C 1.280 -0.861 -5.006 0.0 0.0 0.0
C 1.548 0.465 -5.286 0.0 0.0 0.0
C 1.921 1.310 -4.250 0.0 0.0 0.0
C 2.001 0.790 -2.971 0.0 0.0 0.0
N 1.732 -0.486 -2.697 0.0 0.0 0.0
H 0.414 -4.974 -2.634 0.0 0.0 0.0
H 1.946 -5.018 -1.771 0.0 0.0 0.0
H 0.636 -6.894 -0.563 0.0 0.0 0.0
H -0.480 -7.281 1.627 0.0 0.0 0.0
H -1.440 -5.315 2.850 0.0 0.0 0.0
H -1.213 -3.064 1.819 0.0 0.0 0.0
H 1.000 -1.579 -5.762 0.0 0.0 0.0
H 1.474 0.838 -6.299 0.0 0.0 0.0
H 2.151 2.352 -4.425 0.0 0.0 0.0
H 2.299 1.409 -2.134 0.0 0.0 0.0
C -6.382 9.968 1.054 0.0 0.0 0.0
O -6.647 8.872 0.197 0.0 0.0 0.0
C -5.772 7.838 0.206 0.0 0.0 0.0
C -6.076 6.774 -0.646 0.0 0.0 0.0
C -5.245 5.680 -0.712 0.0 0.0 0.0
C -4.088 5.616 0.070 0.0 0.0 0.0
C -3.801 6.672 0.922 0.0 0.0 0.0
C -4.630 7.785 0.996 0.0 0.0 0.0
C -3.219 4.441 -0.031 0.0 0.0 0.0
N -3.561 3.282 -0.541 0.0 0.0 -0.1
C -2.437 2.501 -0.442 0.0 0.0 0.0
C -1.407 3.195 0.142 0.0 0.0 0.0
N -1.920 4.441 0.405 0.0 0.0 0.0
C -0.109 2.644 0.363 0.0 0.0 0.0
C 0.971 3.338 0.927 0.0 0.0 0.0
C 2.178 2.705 1.054 0.0 0.0 0.0
C 2.299 1.382 0.614 0.0 0.0 0.0
N 1.288 0.715 0.092 0.0 0.0 0.0
C 0.089 1.311 -0.034 0.0 0.0 0.0
C -1.010 0.544 -0.616 0.0 0.0 0.0
N -0.785 -0.743 -0.927 0.0 0.0 0.0
C -1.740 -1.464 -1.476 0.0 0.0 0.0
C -3.008 -0.944 -1.751 0.0 0.0 0.0
C -3.273 0.361 -1.422 0.0 0.0 0.0
C -2.263 1.136 -0.839 0.0 0.0 0.0
H -7.191 10.675 0.897 0.0 0.0 0.0
H -5.431 10.444 0.805 0.0 0.0 0.0
H -6.372 9.657 2.102 0.0 0.0 0.0
H -6.972 6.836 -1.249 0.0 0.0 0.0
H -5.475 4.854 -1.371 0.0 0.0 0.0
H -2.934 6.639 1.571 0.0 0.0 0.0
H -4.380 8.586 1.675 0.0 0.0 0.0
H -1.429 5.231 0.782 0.0 0.0 0.0
H 0.850 4.361 1.260 0.0 0.0 0.0
H 3.034 3.198 1.491 0.0 0.0 0.0
H 3.231 0.846 0.696 0.0 0.0 0.0
H -1.489 -2.495 -1.694 0.0 0.0 0.0
H -3.757 -1.576 -2.206 0.0 0.0 0.0
H -4.241 0.811 -1.598 0.0 0.0 0.0
O 4.149 -5.217 1.248 0.0 0.0 0.0
S 3.631 -3.889 1.443 0.0 0.0 0.1
O 4.637 -2.837 1.480 0.0 0.0 0.0
O 2.558 -3.572 0.473 0.0 0.0 0.0
C 2.775 -3.930 3.027 0.0 0.0 0.0
C 2.897 -5.130 3.717 0.0 0.0 0.0
C 2.248 -5.335 4.925 0.0 0.0 0.0
C 1.461 -4.334 5.460 0.0 0.0 0.0
C 1.334 -3.128 4.785 0.0 0.0 0.0
C 1.979 -2.912 3.575 0.0 0.0 0.0
S 1.686 -1.293 2.855 0.0 0.0 0.1
O 0.987 -0.531 3.855 0.0 0.0 0.0
O 2.953 -0.770 2.406 0.0 0.0 0.0
O 0.770 -1.559 1.691 0.0 0.0 0.0
H 3.510 -5.905 3.280 0.0 0.0 0.0
H 2.363 -6.280 5.441 0.0 0.0 0.0
H 0.950 -4.478 6.403 0.0 0.0 0.0
H 0.736 -2.326 5.194 0.0 0.0 0.0
C 4.712 -2.707 -1.940 0.0 0.0 0.0
C 4.652 -1.285 -1.425 0.0 0.0 0.0
O 3.713 -1.099 -0.352 0.1 0.0 0.1
H 5.411 -2.760 -2.778 0.0 0.0 0.0
H 3.734 -3.041 -2.288 0.0 0.0 0.0
H 5.052 -3.390 -1.162 0.0 0.0 0.0
H 4.349 -0.596 -2.214 0.0 0.0 0.0
H 5.631 -0.968 -1.059 0.0 0.0 0.0
H 4.056 -1.592 0.440 0.0 0.0 0.0
```
Forces are in eV/Å.

Summary:
HOMO energy ... -8.29 eV
Relative energy (zero: lowest compared OMol25 entry of this formula, charge and spin) ... 0.0 kcal per mole
Orbital gap ... 7.725 eV

Atom charges from the Mulliken analysis, given in e for atoms 1 to 2: number 1, Tl, carries 3.0738; number 2, O, carries -0.7916